Version P
Molecular formula: C28H36N3O
Method: DFT, ωB97M-V/def2-TZVPD

## Properties
**Structure (SMILES)**: COc1ccc([C@@H](c2cn(C)c3ccccc23)[C@@H]2CCCCC2=[N+]2CCN(C)CC2)cc1
**Gap between HOMO and LUMO**: 0.2369 Ha
**Total charge**: +1

Last columns: bonded neighbours and bond lengths (Å).
Element x y z (Å)
1 C -0.817 5.191 2.645  N2 1.445, H14 1.093, H15 1.103, H16 1.095
2 N -0.414 4.230 1.644  C1 1.445, C3 1.438, C13 1.439
3 C 0.779 4.619 0.943  N2 1.438, C4 1.520, H17 1.096, H18 1.110
4 C 1.185 3.657 -0.162  C3 1.520, N5 1.466, H19 1.107, H20 1.098
5 N 0.826 2.248 0.023  C4 1.466, C6 1.356, C12 1.469
6 C 1.302 1.389 -0.912  N5 1.356, C7 1.549, C11 1.488
7 C 0.570 0.076 -1.286  C6 1.549, C8 1.578, H21 1.111, C40 1.436
8 C 0.899 -0.463 -2.732  C7 1.578, C9 1.517, H22 1.098, H23 1.100
9 C 1.637 0.436 -3.706  C8 1.517, C10 1.518, H24 1.095, H25 1.096
10 C 2.807 1.114 -3.015  C9 1.518, C11 1.538, H26 1.097, H27 1.101
11 C 2.316 1.969 -1.834  C6 1.488, C10 1.538, H28 1.107, H29 1.100
12 C -0.192 1.875 1.015  N5 1.469, C13 1.525, H30 1.108, H31 1.092
13 C -0.316 2.887 2.149  N2 1.439, C12 1.525, H32 1.112, H33 1.097
14 H -1.732 4.838 3.128  C1 1.093
15 H -0.057 5.354 3.427  C1 1.103
16 H -1.024 6.158 2.173  C1 1.095
17 H 0.590 5.595 0.480  C3 1.096
18 H 1.639 4.742 1.633  C3 1.110
19 H 0.730 4.038 -1.097  C4 1.107
20 H 2.276 3.743 -0.251  C4 1.098
21 H -0.470 0.447 -1.413  C7 1.111
22 H 1.520 -1.362 -2.621  C8 1.098
23 H -0.025 -0.819 -3.211  C8 1.100
24 H 2.007 -0.187 -4.527  C9 1.095
25 H 0.953 1.156 -4.170  C9 1.096
26 H 3.514 0.358 -2.655  C10 1.097
27 H 3.356 1.749 -3.728  C10 1.101
28 H 1.946 2.894 -2.317  C11 1.107
29 H 3.211 2.248 -1.258  C11 1.100
30 H -1.195 1.731 0.567  C12 1.108
31 H 0.063 0.934 1.508  C12 1.092
32 H 0.545 2.765 2.842  C13 1.112
33 H -1.229 2.689 2.724  C13 1.097
34 C -0.281 -1.754 6.044  O35 1.461, H53 1.093, H54 1.103, H55 1.103
35 O 0.856 -1.226 5.294  C34 1.461, C36 1.363
36 C 0.803 -1.274 3.933  O35 1.363, C37 1.407, C52 1.422
37 C -0.331 -1.761 3.257  C36 1.407, C38 1.386, H56 1.093
38 C -0.395 -1.641 1.878  C37 1.386, C39 1.394, H57 1.089
39 C 0.647 -1.109 1.120  C38 1.394, C40 1.577, C51 1.420
40 C 0.559 -1.094 -0.454  C7 1.436, C39 1.577, C41 1.512, H58 1.104
41 C -0.677 -1.863 -0.865  C40 1.512, C42 1.431, C50 1.400
42 C -0.722 -3.007 -1.722  C41 1.431, C43 1.393, C47 1.428
43 C 0.305 -3.655 -2.406  C42 1.393, C44 1.394, H59 1.093
44 C -0.042 -4.424 -3.515  C43 1.394, C45 1.404, H60 1.090
45 C -1.383 -4.561 -3.907  C44 1.404, C46 1.404, H61 1.086
46 C -2.431 -3.956 -3.194  C45 1.404, C47 1.384, H62 1.088
47 C -2.089 -3.189 -2.094  C42 1.428, C46 1.384, N48 1.400
48 N -2.837 -2.199 -1.446  C47 1.400, C49 1.449, C50 1.375
49 C -4.282 -2.103 -1.468  N48 1.449, H63 1.095, H64 1.103, H65 1.094
50 C -1.990 -1.401 -0.713  C41 1.400, N48 1.375, H66 1.088
51 C 1.821 -0.693 1.803  C39 1.420, C52 1.386, H67 1.095
52 C 1.904 -0.776 3.184  C36 1.422, C51 1.386, H68 1.092
53 H -0.032 -1.565 7.091  C34 1.093
54 H -1.218 -1.234 5.779  C34 1.103
55 H -0.396 -2.837 5.872  C34 1.103
56 H -1.191 -2.170 3.794  C37 1.093
57 H -1.332 -1.961 1.425  C38 1.089
58 H 1.435 -1.718 -0.703  C40 1.104
59 H 1.334 -3.512 -2.066  C43 1.093
60 H 0.747 -4.920 -4.081  C44 1.090
61 H -1.612 -5.136 -4.800  C45 1.086
62 H -3.475 -4.054 -3.483  C46 1.088
63 H -4.642 -2.352 -2.472  C49 1.095
64 H -4.753 -2.793 -0.747  C49 1.103
65 H -4.588 -1.082 -1.216  C49 1.094
66 H -2.353 -0.578 -0.102  C50 1.088
67 H 2.661 -0.273 1.239  C51 1.095
68 H 2.780 -0.425 3.733  C52 1.092


Version Q
Molecular formula: C28H36N3O
Method: DFT, ωB97M-V/def2-TZVPD

## Properties
**Structure (SMILES)**: CC(C)n1n[n+](C(C)C)c(C(C)(C)C)c1C[C@@H]1C=C(c2ccccc2)Oc2ccccc21
**Gap between HOMO and LUMO**: 0.2759 Ha
**Total charge**: +1

Last columns: bonded neighbours and bond lengths (Å).
Element x y z (Å)
1 C 2.679 0.592 -0.525  C2 1.506, H17 1.094, H18 1.099, H19 1.093
2 C 2.169 0.774 -1.931  C1 1.506, C3 1.509, N4 1.469, H20 1.091
3 C 2.622 2.052 -2.592  C2 1.509, H21 1.095, H22 1.093, H23 1.098
4 N 0.703 0.832 -1.885  C2 1.469, N5 1.327, C15 1.393
5 N 0.131 2.015 -2.068  N4 1.327, N6 1.346
6 N -1.191 1.791 -1.949  N5 1.346, C7 1.518, C10 1.363
7 C -2.009 3.059 -1.781  N6 1.518, C8 1.512, C9 1.516, H24 1.089
8 C -1.726 3.934 -2.982  C7 1.512, H25 1.100, H26 1.096, H27 1.094
9 C -1.610 3.761 -0.498  C7 1.516, H28 1.100, H29 1.094, H30 1.098
10 C -1.465 0.473 -1.735  N6 1.363, C11 1.541, C15 1.414
11 C -2.925 -0.016 -1.788  C10 1.541, C12 1.515, C13 1.547, C14 1.533
12 C -2.956 -1.529 -1.870  C11 1.515, H31 1.093, H32 1.099, H33 1.095
13 C -3.683 0.544 -3.015  C11 1.547, H34 1.101, H35 1.098, H36 1.099
14 C -3.596 0.439 -0.487  C11 1.533, H37 1.101, H38 1.097, H39 1.097
15 C -0.215 -0.162 -1.551  N4 1.393, C10 1.414, C16 1.455
16 C 0.199 -1.499 -1.152  C15 1.455, H40 1.105, H41 1.093, C54 1.847
17 H 3.768 0.488 -0.521  C1 1.094
18 H 2.387 1.465 0.076  C1 1.099
19 H 2.245 -0.304 -0.075  C1 1.093
20 H 2.422 -0.096 -2.539  C2 1.091
21 H 3.716 2.082 -2.625  C3 1.095
22 H 2.279 2.121 -3.628  C3 1.093
23 H 2.256 2.933 -2.048  C3 1.098
24 H -3.060 2.779 -1.746  C7 1.089
25 H -2.296 4.872 -2.905  C8 1.100
26 H -0.655 4.167 -3.020  C8 1.096
27 H -2.025 3.449 -3.915  C8 1.094
28 H -2.183 4.695 -0.399  C9 1.100
29 H -1.823 3.149 0.384  C9 1.094
30 H -0.540 4.009 -0.526  C9 1.098
31 H -2.448 -1.970 -1.009  C12 1.093
32 H -3.992 -1.896 -1.867  C12 1.099
33 H -2.484 -1.871 -2.797  C12 1.095
34 H -3.748 1.643 -3.040  C13 1.101
35 H -3.223 0.195 -3.948  C13 1.098
36 H -4.716 0.169 -3.002  C13 1.099
37 H -3.631 1.536 -0.398  C14 1.101
38 H -4.621 0.053 -0.435  C14 1.097
39 H -3.023 0.047 0.363  C14 1.097
40 H -0.495 -2.216 -1.626  C16 1.105
41 H 1.226 -1.700 -1.465  C16 1.093
42 C -0.181 1.349 5.671  C43 1.407, C57 1.409, H58 1.099
43 C -1.155 0.907 4.758  C42 1.407, C44 1.395, H59 1.093
44 C -0.840 -0.027 3.770  C43 1.395, C45 1.420, H60 1.094
45 C 0.477 -0.544 3.652  C44 1.420, C46 1.454, C56 1.420
46 C 0.818 -1.465 2.579  C45 1.454, O47 1.364, C55 1.378
47 O 2.136 -1.816 2.625  C46 1.364, C48 1.386
48 C 2.588 -2.779 1.736  O47 1.386, C49 1.402, C53 1.401
49 C 1.794 -3.226 0.671  C48 1.402, C50 1.421, C54 1.489
50 C 2.298 -4.368 -0.007  C49 1.421, C51 1.398, H61 1.095
51 C 3.611 -4.801 0.202  C50 1.398, C52 1.404, H62 1.097
52 C 4.431 -4.201 1.171  C51 1.404, C53 1.389, H63 1.091
53 C 3.900 -3.205 1.982  C48 1.401, C52 1.389, H64 1.090
54 C 0.531 -2.500 0.363  C16 1.847, C49 1.489, C55 1.438, H65 1.104
55 C 0.003 -1.894 1.555  C46 1.378, C54 1.438, H66 1.085
56 C 1.445 -0.122 4.602  C45 1.420, C57 1.393, H67 1.092
57 C 1.120 0.816 5.579  C42 1.409, C56 1.393, H68 1.093
58 H -0.417 2.118 6.420  C42 1.099
59 H -2.165 1.322 4.803  C43 1.093
60 H -1.601 -0.381 3.069  C44 1.094
61 H 1.675 -4.867 -0.757  C50 1.095
62 H 4.035 -5.610 -0.405  C51 1.097
63 H 5.449 -4.550 1.347  C52 1.091
64 H 4.459 -2.776 2.813  C53 1.090
65 H -0.173 -3.167 -0.164  C54 1.104
66 H -1.060 -1.700 1.645  C55 1.085
67 H 2.459 -0.527 4.575  C56 1.092
68 H 1.900 1.154 6.267  C57 1.093


Which structure loses on stability? version Q does.


Version P
Molecular formula: C4H8O2
Method: DFT, ωB97M-V/def2-TZVPD

## Properties
**Structure (SMILES)**: C[C@@H](O)CC=O
**Gap between HOMO and LUMO**: 0.3940 Ha
**Total charge**: 0

Last columns: bonded neighbours and bond lengths (Å).
Element x y z (Å)
1 C -0.723 -1.596 -0.093  C2 1.534, H5 1.110, H6 1.160, H7 1.132
2 C -0.208 -0.389 0.702  C1 1.534, C3 1.593, H8 1.135, O13 1.387
3 C 0.973 0.261 -0.146  C2 1.593, C4 1.582, H10 1.178, H11 1.130
4 C 0.434 1.277 -1.231  C3 1.582, H12 1.171, O14 1.202
5 H -0.016 -2.435 0.075  C1 1.110
6 H -0.910 -1.074 -1.111  C1 1.160
7 H -1.744 -1.942 0.257  C1 1.132
8 H -0.957 0.462 0.730  C2 1.135
9 H -0.417 -0.686 2.709  O13 1.032
10 H 1.630 -0.497 -0.764  C3 1.178
11 H 1.748 0.761 0.507  C3 1.130
12 H 1.296 1.706 -1.898  C4 1.171
13 O 0.302 -0.627 1.970  C2 1.387, H9 1.032
14 O -0.738 1.426 -1.458  C4 1.202


Version Q
Molecular formula: C4H8O2
Method: DFT, ωB97M-V/def2-TZVPD

## Properties
**Gap between HOMO and LUMO**: 0.3429 Ha
**Total charge**: 0

Last columns: bonded neighbours and bond lengths (Å).
Element x y z (Å)
1 O 0.779 -0.956 -1.454  C2 1.417, H7 0.968
2 C 0.446 0.274 -0.834  O1 1.417, C3 1.539, C6 1.534, H8 1.094
3 C -1.072 0.497 -0.703  C2 1.539, H9 1.093, H10 1.092, H12 1.106
4 C -0.665 -0.401 1.881  O5 1.313, H11 1.118
5 O 0.436 -0.750 1.258  C4 1.313, C6 1.441
6 C 1.099 0.319 0.554  C2 1.534, O5 1.441, H13 1.094, H14 1.092
7 H 0.577 -1.656 -0.815  O1 0.968
8 H 0.894 1.047 -1.466  C2 1.094
9 H -1.613 -0.308 -1.209  C3 1.093
10 H -1.392 1.460 -1.105  C3 1.092
11 H -1.209 -1.374 1.960  C4 1.118
12 H -1.373 0.511 0.361  C3 1.106
13 H 0.931 1.268 1.070  C6 1.094
14 H 2.161 0.070 0.502  C6 1.092


Which structure loses on stability? version Q does.


Version P
Molecular formula: C4H8O2
Method: DFT, ωB97M-V/def2-TZVPD

## Properties
**Structure (SMILES)**: C=CCC(O)O
**Gap between HOMO and LUMO**: 0.3971 Ha
**Total charge**: 0

Last columns: bonded neighbours and bond lengths (Å).
Element x y z (Å)
1 O 0.679 0.713 -1.448  C5 1.398, H7 0.968
2 C -1.780 -0.854 -0.413  C3 1.329, H8 1.091, H9 1.084
3 C -1.295 0.036 0.447  C2 1.329, C4 1.501, H10 1.089
4 C 0.143 0.038 0.873  C3 1.501, C5 1.551, H11 1.101, H12 1.096
5 C 1.078 0.789 -0.111  O1 1.398, C4 1.551, O6 1.404, H13 1.092
6 O 2.401 0.361 0.090  C5 1.404, H14 0.969
7 H 0.390 -0.186 -1.661  O1 0.968
8 H -1.159 -1.674 -0.779  C2 1.091
9 H -2.791 -0.799 -0.798  C2 1.084
10 H -1.934 0.841 0.807  C3 1.089
11 H 0.499 -1.001 0.953  C4 1.101
12 H 0.281 0.484 1.865  C4 1.096
13 H 1.084 1.859 0.111  C5 1.092
14 H 2.405 -0.608 0.063  O6 0.969


Version Q
Molecular formula: C4H8O2
Method: DFT, ωB97M-V/def2-TZVPD

## Properties
**Gap between HOMO and LUMO**: 0.3093 Ha
**Total charge**: 0

Last columns: bonded neighbours and bond lengths (Å).
Element x y z (Å)
1 C -2.295 -0.230 -0.380  O2 1.745, H7 1.111, H8 1.110
2 O -1.091 0.931 0.120  C1 1.745, C3 1.439, H9 0.969
3 C -0.011 0.318 0.848  O2 1.439, C4 1.508, H10 1.092, H11 1.095
4 C 0.791 -0.660 0.026  C3 1.508, C5 1.467, O6 1.420, H12 1.088
5 C 1.936 -0.170 -0.750  C4 1.467, O6 1.418, H13 1.092, H14 1.089
6 O 2.120 -0.814 0.500  C4 1.420, C5 1.418
7 H -2.494 -0.609 0.645  C1 1.111
8 H -3.084 0.545 -0.485  C1 1.110
9 H -0.768 1.149 -0.768  O2 0.969
10 H -0.484 -0.168 1.703  C3 1.092
11 H 0.649 1.114 1.207  C3 1.095
12 H 0.287 -1.572 -0.286  C4 1.088
13 H 2.166 0.897 -0.763  C5 1.092
14 H 2.278 -0.732 -1.617  C5 1.089


Which structure loses on stability? version Q does.


Version P
Molecular formula: C4H8O2
Method: DFT, ωB97M-V/def2-TZVPD

## Properties
**Structure (SMILES)**: CCC(=O)OC
**Gap between HOMO and LUMO**: 0.4200 Ha
**Total charge**: 0

Last columns: bonded neighbours and bond lengths (Å).
Element x y z (Å)
1 C -2.228 -0.137 -0.122  C2 1.531, H7 1.094, H8 1.094, H9 1.095
2 C -1.025 0.540 0.540  C1 1.531, C3 1.515, H10 1.098, H11 1.097
3 C 0.249 0.042 -0.114  C2 1.515, O4 1.210, O5 1.353
4 O 0.262 -0.655 -1.102  C3 1.210
5 O 1.392 0.421 0.503  C3 1.353, C6 1.440
6 C 2.545 -0.189 -0.107  O5 1.440, H12 1.091, H13 1.095, H14 1.093
7 H -3.159 0.181 0.355  C1 1.094
8 H -2.280 0.103 -1.188  C1 1.094
9 H -2.150 -1.227 -0.047  C1 1.095
10 H -1.091 1.631 0.444  C2 1.098
11 H -1.000 0.327 1.615  C2 1.097
12 H 3.426 0.156 0.436  C6 1.091
13 H 2.452 -1.278 -0.047  C6 1.095
14 H 2.606 0.085 -1.164  C6 1.093


Version Q
Molecular formula: C4H8O2
Method: DFT, ωB97M-V/def2-TZVPD

## Properties
**Structure (SMILES)**: CCOCC=O
**Gap between HOMO and LUMO**: 0.3920 Ha
**Total charge**: 0

Last columns: bonded neighbours and bond lengths (Å).
Element x y z (Å)
1 C -1.945 -0.552 -0.434  C2 1.515, H7 1.094, H8 1.094, H9 1.095
2 C -0.555 -0.074 -0.800  C1 1.515, O3 1.422, H10 1.100, H11 1.101
3 O -0.145 0.885 0.166  C2 1.422, C4 1.407
4 C 1.253 0.950 0.309  O3 1.407, C5 1.520, H12 1.096, H13 1.098
5 C 1.703 -0.196 1.200  C4 1.520, O6 1.207, H14 1.112
6 O 2.517 -1.026 0.878  C5 1.207
7 H -2.626 0.297 -0.327  C1 1.094
8 H -1.915 -1.090 0.519  C1 1.094
9 H -2.338 -1.224 -1.204  C1 1.095
10 H 0.147 -0.920 -0.817  C2 1.100
11 H -0.536 0.392 -1.797  C2 1.101
12 H 1.483 1.912 0.781  C4 1.096
13 H 1.779 0.888 -0.653  C4 1.098
14 H 1.178 -0.242 2.179  C5 1.112


Which structure loses on stability? version Q does.